{
  "formula": "C9H14",
  "method": "ωB97M-V/def2-TZVPD",
  "smiles": "Cc1ccccc1.CC",
  "molar_mass_g_mol": 122.2,
  "e_homo_ev": -8.9865,
  "homo_lumo_gap_ev": 9.99,
  "lumo_energy_ev": 1.0,
  "total_energy_ev": -9558.6484,
  "charge": 0,
  "max_force_ha_per_bohr": 0.118,
  "e_above_lowest_kj_mol": 147.9,
  "elements": ["C", "C", "C", "C", "C", "C", "C", "H", "H", "H", "H", "H", "H", "H", "H", "C", "C", "H", "H", "H", "H", "H", "H"],
  "positions_angstrom": [[0.207, 1.693, -2.402], [0.264, 0.344, -1.768], [0.935, 0.153, -0.599], [1.017, -1.052, 0.086], [0.445, -2.196, -0.559], [-0.100, -2.084, -1.875], [-0.288, -0.792, -2.394], [0.585, 1.757, -3.421], [0.839, 2.383, -1.732], [-0.823, 2.051, -2.172], [1.372, 1.088, -0.046], [1.506, -1.221, 0.932], [0.648, -3.228, -0.280], [-0.507, -2.971, -2.426], [-0.749, -0.612, -3.368], [-0.093, 1.030, 2.906], [-1.277, 0.159, 2.645], [0.905, 0.456, 2.772], [-0.209, 1.961, 2.215], [0.138, 1.335, 3.923], [-1.030, -0.529, 1.772], [-2.212, 0.591, 2.227], [-1.574, -0.317, 3.566]],
  "lowdin_charge": [-0.062, -0.326, -0.087, -0.087, -0.072, -0.082, -0.056, 0.079, 0.093, 0.093, 0.140, 0.049, 0.092, 0.110, 0.108, -0.206, -0.197, 0.079, 0.095, 0.045, 0.067, 0.070, 0.054]
}

{
  "formula": "C9H14",
  "method": "ωB97M-V/def2-TZVPD",
  "smiles": "Cc1ccccc1.CC",
  "molar_mass_g_mol": 122.2,
  "e_homo_ev": -9.0334,
  "homo_lumo_gap_ev": 10.07,
  "lumo_energy_ev": 1.0,
  "total_energy_ev": -9559.8471,
  "charge": 0,
  "max_force_ha_per_bohr": 0.026,
  "e_above_lowest_kj_mol": 32.3,
  "elements": ["C", "C", "C", "C", "C", "C", "C", "H", "H", "H", "H", "H", "H", "H", "H", "C", "C", "H", "H", "H", "H", "H", "H"],
  "positions_angstrom": [[-0.497, 0.355, -3.053], [-0.772, 0.536, -1.595], [-0.239, -0.418, -0.720], [-0.462, -0.381, 0.644], [-1.252, 0.666, 1.126], [-1.817, 1.604, 0.295], [-1.617, 1.500, -1.082], [-0.728, 1.224, -3.671], [-1.077, -0.466, -3.482], [0.561, 0.146, -3.232], [0.251, -1.279, -1.173], [-0.036, -1.085, 1.343], [-1.412, 0.730, 2.200], [-2.468, 2.357, 0.727], [-2.051, 2.226, -1.766], [2.684, -2.237, 1.562], [2.554, -0.868, 2.268], [1.791, -2.838, 1.780], [2.603, -2.101, 0.487], [3.555, -2.802, 1.865], [1.700, -0.862, 2.950], [2.469, -0.049, 1.554], [3.431, -0.630, 2.865]],
  "lowdin_charge": [-0.064, -0.290, -0.057, -0.083, -0.104, -0.090, -0.053, 0.074, 0.084, 0.080, 0.112, 0.082, 0.102, 0.102, 0.110, -0.161, -0.175, 0.057, 0.052, 0.055, 0.055, 0.058, 0.054]
}

What is the charge in the first record? 0